Entry from the OMol25 dataset: an isolated molecule of C16H19N3O6 in a non-equilibrium geometry (ωB97M-V/def2-TZVPD).

The structure (SMILES) is COC(=O)c1c(C)[nH]c(C(=O)[C@@H](C)OC(=O)C2=NNC(=O)CC2)c1C. The HOMO energy comes out at -8.7 eV. Its molecular weight is 349.34 g/mol. As for the spin multiplicity: 1. Its largest force on an atom is 1.1 eV Å⁻¹. The energy above the lowest of the compared OMol25 structures with the same formula, charge and spin comes out at 82.5 kJ/mol. For the HOMO-LUMO gap, the calculation gives 8.9759 eV.

Each line ends with the Mulliken charge.
Cartesian coordinates (Å):
C -1.2036 6.5702 -0.3895  -0.723
O -0.8612 5.1989 -0.2773  -0.265
C 0.2786 4.8309 -0.8840  0.375
O 0.9761 5.6179 -1.4850  -0.672
C 0.5672 3.4046 -0.7324  0.578
C 1.6672 2.7632 -1.3038  -0.034
C 2.7483 3.2945 -2.1668  -1.491
N 1.6208 1.4694 -0.9457  0.165
C 0.5080 1.2214 -0.1637  -0.714
C 0.1839 -0.0710 0.3843  0.499
O -0.8370 -0.3279 0.9892  -0.717
C 1.2525 -1.1762 0.2074  0.098
C 2.3828 -0.9905 1.2121  -1.611
O 0.6337 -2.4293 0.4725  -0.289
C -0.2791 -2.8092 -0.4370  0.884
O -0.4438 -2.2406 -1.4853  -0.601
C -1.0235 -4.0087 0.0154  0.009
N -1.7673 -4.5810 -0.8508  -0.595
N -2.5003 -5.6432 -0.4870  0.060
C -2.3560 -6.3935 0.6530  0.491
O -3.0742 -7.3389 0.8723  -0.612
C -1.1871 -5.9675 1.5165  -0.538
C -0.9531 -4.4594 1.4470  -0.383
C -0.1724 2.4288 -0.0163  1.408
C -1.4193 2.6418 0.7553  -1.317
H -0.4291 7.1948 0.0611  0.308
H -2.1468 6.6915 0.1369  0.219
H -1.3105 6.8516 -1.4394  0.304
H 2.7148 2.8231 -3.1490  0.324
H 2.6216 4.3662 -2.2835  0.356
H 3.7242 3.0925 -1.7261  0.340
H 2.2747 0.7731 -1.2636  0.233
H 1.6186 -1.1886 -0.8279  0.449
H 3.1266 -1.7737 1.0870  0.412
H 1.9778 -1.0520 2.2190  0.365
H 2.8541 -0.0204 1.0811  0.416
H -3.1620 -5.9565 -1.1883  0.262
H -0.3104 -6.5018 1.1347  0.280
H -1.3602 -6.3018 2.5392  0.311
H -1.7330 -3.9261 2.0012  0.242
H 0.0057 -4.1923 1.8884  0.235
H -1.2701 3.4157 1.5059  0.300
H -2.2110 2.9834 0.0909  0.261
H -1.7259 1.7167 1.2322  0.381

=====

Entry from the OMol25 dataset: a structure of composition C18H16F3IN2O2S in a non-equilibrium geometry (ωB97M-V/def2-TZVPD).

The HOMO energy comes out at -8.8 eV. Its molecular weight is 508.30 g/mol. As for the spin multiplicity: 1. Its largest force on an atom is 3.7 eV Å⁻¹. For the HOMO-LUMO gap, the calculation gives 7.4643 eV.

Each line ends with the Mulliken charge.
Cartesian coordinates (Å):
C 1.9222 -2.5176 1.3265  -1.491
C 1.1080 -1.1266 1.3545  1.378
C 2.0550 -0.0361 0.6971  -1.474
C 1.3594 0.9114 -0.3419  0.784
C 1.5730 2.4181 -0.1347  -0.800
C 1.0051 3.4022 -1.0694  -0.622
I 1.3726 5.5271 -0.7923  0.063
C 0.1700 3.0165 -2.2640  0.679
N -0.4303 3.7930 -3.2296  -0.628
S -1.2004 2.7088 -4.2578  0.166
N -0.7838 1.2264 -3.5750  -0.609
C -0.0291 1.5169 -2.4507  0.630
C 0.5673 0.4944 -1.4942  0.705
C 0.3300 -1.0136 -1.8197  -1.227
O 1.5491 -1.8082 -1.8057  -0.283
C 1.3532 -2.9349 -2.5818  0.872
F 0.1037 -3.5051 -2.4409  -0.255
F 2.2768 -3.8719 -2.1803  -0.249
F 1.5594 -2.7031 -3.9334  -0.256
O 0.8165 -0.8914 2.7403  -0.482
C 0.0850 0.3232 2.9272  -0.727
C -1.3167 0.3492 2.2000  0.727
C -1.8331 1.5761 1.5618  -0.465
C -3.1446 1.4913 0.8606  -0.539
C -3.8726 0.2074 0.8053  -0.359
C -3.3725 -1.0208 1.4638  -0.556
C -2.0699 -0.9386 2.1626  -0.321
H 1.6475 -3.0560 2.2827  0.397
H 1.6073 -3.1040 0.4256  0.194
H 3.0327 -2.3163 1.3713  0.357
H 0.1733 -1.3401 0.7493  -0.192
H 2.9092 -0.5453 0.1524  0.434
H 2.4991 0.5806 1.5251  0.520
H 2.1885 2.8403 0.6958  0.324
H -0.1262 -1.0489 -2.8587  0.608
H -0.4458 -1.4582 -1.1339  0.261
H -0.1460 0.3813 4.0387  0.401
H 0.6859 1.2623 2.7079  0.295
H -1.2088 2.5004 1.6348  0.336
H -3.5648 2.3973 0.3461  0.352
H -4.8437 0.1553 0.2472  0.340
H -3.9203 -1.9949 1.4286  0.357
H -1.6413 -1.8480 2.6590  0.356

=====

Entry from the OMol25 dataset: a structure of composition C4H5Cl in a non-equilibrium geometry (ωB97M-V/def2-TZVPD).

The HOMO energy comes out at -8.7 eV. Its molecular weight is 88.54 g/mol. As for the spin multiplicity: 1. Its largest force on an atom is 4.4 eV Å⁻¹. The energy above the lowest of the compared OMol25 structures with the same formula, charge and spin comes out at 322.0 kJ/mol. For the HOMO-LUMO gap, the calculation gives 8.3750 eV.

Each line ends with the Mulliken charge.
Cartesian coordinates (Å):
C -0.6593 1.3236 0.1329  -0.662
C 0.1881 -1.0864 -0.3612  -0.101
C -0.6007 -0.0126 0.2185  -0.093
C 1.2438 -0.6220 0.5820  -0.272
Cl 2.2910 0.3536 -0.2996  -0.118
H -0.0720 1.8865 -0.5431  0.320
H -1.3880 1.7017 0.8433  0.222
H -0.1767 -1.9720 0.0306  0.258
H 0.4336 -1.0649 -1.5123  0.254
H -1.2597 -0.5076 0.9090  0.190

=====

Entry from the OMol25 dataset: the ion C3H2IN3 with charge +2 in a non-equilibrium geometry (ωB97M-V/def2-TZVPD).

The HOMO energy (spin up / spin down) comes out at -20.5 / -20.5 eV. Its molecular weight is 206.97 g/mol. As for the spin multiplicity: 1. Its largest force on an atom is 1.9 eV Å⁻¹. The energy above the lowest of the compared OMol25 structures with the same formula, charge and spin comes out at 256.6 kJ/mol. For the HOMO-LUMO gap (spin up / spin down), the calculation gives 8.0003 / 8.0012 eV. As for the charge: +2.

Each line ends with the Mulliken charge.
Cartesian coordinates (Å):
C 0.0813 -1.6970 0.0036  0.575
C -1.3147 -0.0293 -0.0210  -0.014
C 1.0563 0.4544 0.0205  0.246
N 1.2570 -1.5850 0.0130  -0.194
N -1.1185 -1.2784 -0.0238  -0.141
N -0.1692 0.8314 0.0203  -0.045
I 2.9415 1.0469 -0.0057  0.835
H -2.3194 0.4081 -0.0573  0.399
H -0.4142 1.8489 0.0503  0.340

=====

Entry from the OMol25 dataset: a cluster of 9 separate species, C16H48NO11 in total in a non-equilibrium geometry (ωB97M-V/def2-TZVPD).

The HOMO energy comes out at -6.8 eV. Its molecular weight is 430.56 g/mol. As for the spin multiplicity: 1. Its largest force on an atom is 2.3 eV Å⁻¹. The energy above the lowest of the compared OMol25 structures with the same formula, charge and spin comes out at 0.0 kJ/mol. For the HOMO-LUMO gap, the calculation gives 9.3913 eV. As for the charge: -1.

Each line ends with the Mulliken charge.
Cartesian coordinates (Å):
N -0.2316 -0.1684 0.5914  0.740
O -1.0315 -0.0334 -0.3692  -0.519
O 0.9628 0.1562 0.4400  -0.370
O -0.6594 -0.5966 1.6910  -0.603
C 3.1657 1.2888 2.8812  -0.566
O 2.3945 1.9901 1.9291  -0.563
H 4.0747 1.8413 3.1240  0.296
H 2.5296 1.1114 3.7550  0.203
H 3.4981 0.3009 2.5443  0.314
H 1.9687 1.4114 1.2853  0.375
C -2.6803 -2.4637 -1.8841  -0.965
C -3.7178 -2.7573 -0.8139  0.209
C -3.4345 -2.0438 0.5025  -0.505
O -4.9829 -2.1764 -1.2954  -0.609
H -2.9123 -3.1604 -2.6968  0.349
H -1.6978 -2.6958 -1.4745  0.263
H -2.8270 -1.4679 -2.2918  0.170
H -3.9015 -3.8193 -0.6535  0.350
H -2.3767 -2.0932 0.7752  0.036
H -4.0268 -2.3349 1.3670  0.342
H -3.5657 -0.9813 0.2925  0.002
H -4.7657 -1.3689 -1.7631  0.330
C -3.0664 2.5901 -0.7247  -1.132
C -3.8746 3.7821 -1.2171  0.595
C -3.3318 4.3300 -2.5172  -1.309
O -5.2255 3.3441 -1.4903  -0.579
H -3.4440 2.2644 0.2413  0.359
H -1.9916 2.7903 -0.6760  0.294
H -3.0371 1.7816 -1.4630  0.193
H -3.9608 4.5384 -0.4387  0.280
H -3.2789 3.5431 -3.2774  0.265
H -2.3157 4.7184 -2.4029  0.353
H -3.9862 5.0624 -2.9927  0.353
H -5.2372 2.4167 -1.7365  0.321
C -1.5110 -2.3265 4.9377  -1.113
C -0.4501 -1.3287 5.3185  0.845
C 0.1703 -1.6027 6.6849  -1.544
O 0.6561 -1.4197 4.4049  -0.512
H -1.1184 -3.3361 4.8411  0.293
H -1.9759 -1.9938 4.0071  0.201
H -2.2923 -2.3410 5.7057  0.372
H -0.7492 -0.2740 5.3802  0.200
H 0.6864 -0.7982 7.2094  0.359
H 0.7789 -2.5087 6.6951  0.341
H -0.6411 -1.8050 7.4072  0.378
H 0.3357 -1.1707 3.5245  0.219
C 0.2961 0.1616 -5.0767  -1.475
C 0.1585 -0.2398 -3.6028  1.777
C 1.0402 -1.4227 -3.2472  -1.270
O 0.5009 0.8684 -2.7553  -0.631
H -0.5419 -0.2077 -5.6694  0.371
H 1.2357 -0.1630 -5.5184  0.311
H 0.1995 1.2493 -5.1048  0.359
H -0.8802 -0.5072 -3.3720  -0.519
H 2.0823 -1.1356 -3.4232  0.155
H 0.8426 -2.2862 -3.8883  0.425
H 0.9471 -1.6690 -2.1890  0.253
H 0.1702 0.5820 -1.8833  0.165
C 5.5051 -0.5015 -2.7692  -1.439
C 5.0010 -0.0132 -1.4373  0.657
C 4.6550 1.4743 -1.3734  -1.193
O 3.8413 -0.7879 -1.0461  -0.580
H 6.4005 0.0719 -3.0601  0.407
H 4.8497 -0.3481 -3.6279  0.265
H 5.9009 -1.5163 -2.7125  0.365
H 5.7283 -0.3437 -0.6914  0.284
H 5.4765 2.1866 -1.3056  0.382
H 4.1370 1.5473 -0.4088  0.262
H 3.9472 1.8524 -2.1124  0.313
H 3.0658 -0.2799 -1.3321  0.187
O -0.2369 1.8491 3.1947  -0.654
H -0.6724 1.1184 2.7350  0.299
H 0.2500 2.2986 2.4934  0.292
O 3.2360 -1.4642 1.6180  -0.777
H 2.2981 -1.2986 1.4556  0.224
H 3.6436 -1.2708 0.7533  0.479

=====

Entry from the OMol25 dataset: a structure of composition C42H31GeN4O5ReSe in a non-equilibrium geometry (ωB97M-V/def2-TZVPD).

The HOMO energy (spin up / spin down) comes out at -7.9 / -8.0 eV. Its molecular weight is 1009.51 g/mol. As for the spin multiplicity: 1. Its largest force on an atom is 2.8 eV Å⁻¹. The energy above the lowest of the compared OMol25 structures with the same formula, charge and spin comes out at 408.2 kJ/mol. For the HOMO-LUMO gap (spin up / spin down), the calculation gives 6.4973 / 6.4861 eV.

Each line ends with the Mulliken charge.
Cartesian coordinates (Å):
Re 0.9656 1.5572 -1.6227  1.252
C -2.1366 4.0031 0.7629  -1.951
C -1.3066 3.2992 -0.2626  0.346
N -0.6383 2.1944 0.0283  1.338
N -0.7564 1.7099 1.2169  -1.205
C -0.3994 0.4393 1.4919  -0.815
O 0.0099 -0.3541 0.6383  0.242
C -0.6070 0.0096 2.8906  0.260
C -1.0199 0.8846 3.8926  -0.351
C -1.1906 0.4238 5.1854  -0.735
C -0.9612 -0.9083 5.4942  -0.523
C -0.5737 -1.7876 4.4949  -0.959
C -0.3972 -1.3334 3.2015  -0.214
C -1.1406 3.7754 -1.5908  0.979
C -1.7939 4.8850 -2.1498  -1.130
C -1.5403 5.2424 -3.4540  -0.370
C -0.6352 4.4817 -4.1941  -0.987
C -0.0301 3.3992 -3.5977  -0.070
N -0.2638 3.0274 -2.3311  -0.037
H -2.3179 3.3209 1.5859  0.227
H -1.5985 4.8753 1.1334  0.378
H -3.0830 4.3364 0.3491  0.525
H -1.2021 1.9185 3.6460  0.410
H -1.5107 1.1067 5.9582  0.441
H -1.0741 -1.2590 6.5109  0.411
H -0.4088 -2.8291 4.7254  0.455
H -0.0980 -2.0038 2.4083  0.515
H -2.4812 5.4505 -1.5409  0.443
H -2.0271 6.0927 -3.9052  0.441
H -0.3998 4.7165 -5.2191  0.492
H 0.6408 2.7936 -4.1898  0.822
O 1.8130 1.2909 -4.7339  -0.691
Se 2.2724 0.1547 -3.7535  1.028
O 3.1913 -0.9421 -4.3359  -0.667
O 2.7712 0.7733 -2.3613  -0.479
O 0.6393 -0.6980 -3.1193  -0.308
N 8.3016 0.8450 4.8611  -0.499
C 7.3535 0.9250 4.2207  0.004
C 6.1977 1.0346 3.4215  0.551
C 4.9958 1.4776 3.9790  -0.740
C 3.8791 1.6169 3.1845  -0.496
C 3.9489 1.3270 1.8193  0.022
C 5.1508 0.8608 1.2708  -0.357
C 6.2670 0.7186 2.0620  -0.820
C 2.8490 1.5041 0.9529  0.646
C 1.9605 1.6449 0.1370  -0.271
H 4.9497 1.7249 5.0292  0.469
H 2.9471 1.9586 3.6081  0.543
H 5.1947 0.6239 0.2177  0.572
H 7.1987 0.3797 1.6330  0.443
C 0.1043 -0.2126 -2.0598  -0.229
Ge -0.8956 -1.7562 -1.2000  1.690
C -2.4469 -0.9767 -0.2151  0.283
C -3.0913 -1.5644 0.8611  -0.061
C -4.1675 -0.9300 1.4594  -0.639
C -4.6058 0.2943 0.9860  -0.790
C -3.9510 0.8944 -0.0758  -0.482
C -2.8813 0.2583 -0.6742  -0.518
C -1.8227 -2.6067 -2.7727  0.245
C -2.1841 -3.9460 -2.8411  -0.209
C -2.9637 -4.4209 -3.8828  -0.803
C -3.3937 -3.5652 -4.8814  -0.465
C -3.0401 -2.2292 -4.8255  -0.873
C -2.2722 -1.7587 -3.7776  0.065
C 0.5730 -2.8880 -0.4264  0.603
C 0.4011 -4.2371 -0.1434  -0.362
C 1.4437 -4.9892 0.3773  -0.947
C 2.6653 -4.3926 0.6331  -0.563
C 2.8343 -3.0420 0.3763  -1.083
C 1.7997 -2.2950 -0.1566  0.509
H -2.7356 -2.5126 1.2395  0.377
H -4.6593 -1.3888 2.3046  0.444
H -5.4533 0.7793 1.4467  0.416
H -4.2714 1.8619 -0.4336  0.484
H -2.3468 0.7341 -1.4896  0.291
H -1.8569 -4.6285 -2.0696  0.099
H -3.2442 -5.4631 -3.9145  0.416
H -4.0069 -3.9311 -5.6927  0.382
H -3.3733 -1.5516 -5.5971  0.398
H -2.0189 -0.7065 -3.7381  0.150
H -0.5535 -4.7084 -0.3292  0.265
H 1.3039 -6.0418 0.5779  0.399
H 3.4864 -4.9743 1.0259  0.399
H 3.7778 -2.5590 0.5901  0.504
H 1.9405 -1.2368 -0.3351  0.029

=====

Entry from the OMol25 dataset: an isolated molecule of C7H14OS in a non-equilibrium geometry (ωB97M-V/def2-TZVPD).

The structure (SMILES) is C=[S@]1(=O)CC[C@H]1C(C)C. The HOMO energy comes out at -7.8 eV. Its molecular weight is 146.26 g/mol. As for the spin multiplicity: 1. Its largest force on an atom is 3.6 eV Å⁻¹. The energy above the lowest of the compared OMol25 structures with the same formula, charge and spin comes out at 535.8 kJ/mol. For the HOMO-LUMO gap, the calculation gives 8.4842 eV.

Each line ends with the Mulliken charge.
Cartesian coordinates (Å):
C -0.5293 -2.3736 2.8293  -0.921
S -0.2687 -0.7443 1.7143  0.753
O 0.5395 0.2654 2.3553  -0.636
C -2.0085 -0.0052 1.3938  -0.843
C -1.8652 -0.1992 -0.1632  -0.668
C -0.3491 -0.2552 -0.1669  -0.709
C 0.5162 0.9439 -0.3655  0.719
C 2.0686 0.6790 -0.2396  -1.421
C 0.3359 1.2887 -1.8907  -1.579
H 0.4091 -2.6186 3.2551  0.298
H -0.8990 -3.2029 2.2130  0.265
H -2.0580 0.9900 1.7257  0.335
H -2.7414 -0.5574 1.8680  0.464
H -2.2715 -1.2233 -0.3962  0.320
H -2.3138 0.6011 -0.6945  0.353
H -0.0462 -0.9970 -0.7905  0.638
H 0.2780 1.8705 0.2378  0.284
H 2.5706 1.6659 -0.1258  0.350
H 2.5984 0.1330 -0.9638  0.372
H 2.2052 0.2105 0.7349  0.431
H 0.8931 0.5984 -2.5460  0.341
H 0.4337 2.2819 -2.1661  0.406
H -0.6462 1.0140 -2.1552  0.447

=====

Entry from the OMol25 dataset: a structure of composition CH7N3O2 in a non-equilibrium geometry (ωB97M-V/def2-TZVPD).

The HOMO energy (spin up / spin down) comes out at -8.3 / -8.3 eV. Its molecular weight is 93.09 g/mol. As for the spin multiplicity: 1. Its largest force on an atom is 2.2 eV Å⁻¹. The energy above the lowest of the compared OMol25 structures with the same formula, charge and spin comes out at 601.0 kJ/mol. For the HOMO-LUMO gap (spin up / spin down), the calculation gives 8.9942 / 8.9921 eV.

Each line ends with the Mulliken charge.
Cartesian coordinates (Å):
C 1.2042 -0.3675 -1.6275  -0.758
N -0.6068 -0.6648 1.4507  -0.301
N 0.1775 0.3175 1.0000  0.145
N 0.0329 -0.3702 -0.7797  -0.439
O -2.0196 -0.3975 1.4367  -0.430
O -0.3752 1.5644 1.2600  -0.402
H -2.1699 0.1602 2.2116  0.348
H 0.3998 2.1326 1.3639  0.370
H -0.4612 -1.2885 0.5271  0.481
H -0.7568 0.0531 -1.2719  0.165
H 1.0615 -1.0211 -2.4987  0.263
H 2.0563 -0.7481 -1.0604  0.302
H 1.4573 0.6299 -2.0118  0.257

=====

Asked for calculated total energy across the records above, the calculation gives -1236.8414; -1950.8558; -615.4331; -576.5665; -1520.7471; -6770.6479; -748.3383; -356.7988 a.u. in order.